No. 1
Below is C3H2N4S in the gas phase in a non-equilibrium geometry, with properties calculated with ωB97M-V with the def2-TZVPD basis set.

The geometry in XYZ format:
```
10
Properties=species:S:1:pos:R:3:forces:R:3:nbo_charge:R:1
C -0.695 0.246 1.833 1.7252 0.0629 -4.7454 -0.07
N -1.244 0.338 0.626 -0.4762 -1.5817 2.6937 -0.39
C -0.334 0.016 -0.371 -1.2699 2.5235 4.4146 0.22
C -0.236 -0.206 -1.684 -5.6464 -1.2904 -1.1584 -0.11
N 1.031 -0.262 -1.900 3.8881 -0.5720 -3.1855 -0.24
N 1.807 -0.049 -0.876 -0.8815 -0.0836 -0.1319 -0.07
N 0.917 0.159 0.122 1.0148 -0.8789 -1.7853 -0.35
S 1.087 0.071 1.740 -0.6759 0.2746 1.4788 0.55
H -1.049 0.211 2.806 -1.4580 0.4147 1.3801 0.22
H -1.283 -0.524 -2.295 3.7799 1.1309 1.0393 0.24
```
Positions in Å, forces in eV/Å.

Summary:
- Charge: 0
- Calculated total energy: -19935.523 eV
- Structure (SMILES): c1nc2cnnn2s1
- Lowest unoccupied orbital energy: -0.04 eV
- Largest force on an atom: 0.115 hartree/bohr

=====

No. 2
Below is a molecular structure, C31H20AsAuN3O4Se, with properties calculated with ωB97M-V with the def2-TZVPD basis set.

The geometry in XYZ format:
```
61
Properties=species:S:1:pos:R:3:forces:R:3:lowdin_spin:R:1
Au 0.007 0.977 -1.861 0.4646 -0.0281 0.0993 0.69
O -3.179 3.599 -1.367 -0.0228 0.0285 0.0226 0.02
C -2.149 2.979 -1.463 -0.0070 -0.1399 -0.0302 0.01
O -2.044 1.685 -1.624 -0.1181 0.0520 -0.0455 0.15
C -0.824 3.728 -1.345 0.0597 0.0259 0.0286 0.01
C -0.680 5.089 -1.148 -0.0117 0.0141 0.0274 0.00
C 0.605 5.598 -0.998 0.0301 -0.0082 0.0064 0.00
C 1.714 4.755 -1.021 -0.0054 0.0111 0.0316 0.00
C 1.505 3.406 -1.231 -0.0225 -0.0248 0.0227 0.01
N 0.260 2.965 -1.396 -0.0792 0.0218 -0.1139 0.13
C 2.592 2.332 -1.222 0.0575 -0.0418 -0.0491 0.01
O 3.690 2.621 -0.799 -0.0299 0.0048 0.0137 0.02
O 2.231 1.149 -1.636 -0.0182 0.0907 0.0646 0.20
H -1.563 5.711 -1.110 -0.0026 -0.0045 -0.0042 0.00
H 0.748 6.660 -0.848 -0.0106 0.0019 -0.0012 0.00
H 2.722 5.116 -0.876 -0.0004 0.0016 -0.0047 0.00
Se 1.817 -1.833 -2.627 -0.1705 0.0198 -0.2028 0.01
N 0.210 -1.027 -2.466 0.0032 -0.0390 0.0834 0.04
C -0.741 -1.933 -2.632 -0.2272 0.0870 0.0232 0.00
C -2.145 -1.679 -2.564 0.1402 0.0172 0.0103 0.00
C -2.978 -2.725 -2.763 -0.0394 -0.1362 -0.0192 0.00
C -2.496 -4.057 -3.030 -0.0877 0.0904 0.0143 0.00
C -1.176 -4.331 -3.104 0.1039 0.0644 -0.0006 0.00
C -0.246 -3.257 -2.905 -0.0454 -0.1004 -0.0947 0.00
N 1.066 -3.384 -2.964 0.0981 0.0808 0.1705 0.01
H -2.507 -0.676 -2.367 0.0070 0.0086 0.0080 0.00
H -4.048 -2.563 -2.727 0.0017 -0.0148 0.0047 0.00
H -3.219 -4.846 -3.185 -0.0097 0.0083 0.0061 0.00
H -0.797 -5.320 -3.319 0.0087 0.0005 0.0051 0.00
C 0.906 2.886 4.625 0.0165 0.0111 0.0111 0.03
C 1.975 2.719 3.753 0.0002 0.0105 0.0000 0.00
C 1.815 1.974 2.597 -0.0193 0.0365 0.0334 0.03
C 0.575 1.385 2.347 0.0586 0.1582 -0.1348 0.07
C -0.511 1.567 3.199 0.0287 0.0611 0.0607 0.03
C -0.330 2.317 4.351 -0.0274 -0.0174 -0.0326 0.00
As 0.386 0.313 0.789 -0.1492 -0.2748 0.0496 0.34
C -1.085 -0.888 0.898 0.0953 0.1000 0.0139 0.03
C -2.440 -0.598 0.926 -0.0121 -0.0761 -0.0003 0.02
C -3.334 -1.659 0.978 -0.0121 0.0172 -0.0309 0.00
C -2.863 -2.967 0.964 -0.0069 -0.0077 -0.0025 0.02
C -1.503 -3.244 0.896 0.0222 0.0224 0.0164 0.00
C -0.591 -2.197 0.862 -0.0056 -0.0776 -0.0198 0.02
C 0.886 -2.333 0.776 -0.0448 -0.0839 0.0013 0.02
C 1.586 -3.529 0.709 0.0048 0.0248 -0.0101 0.00
C 2.970 -3.508 0.597 0.0345 0.0001 0.0054 0.02
C 3.671 -2.309 0.544 -0.0043 -0.0022 0.0061 0.00
C 2.991 -1.099 0.606 0.0147 -0.0654 0.0107 0.02
C 1.614 -1.137 0.742 -0.0592 0.0834 -0.0431 0.04
H 1.037 3.469 5.527 0.0008 0.0031 -0.0029 0.00
H 2.932 3.172 3.972 0.0028 -0.0059 -0.0044 0.00
H 2.645 1.852 1.910 -0.0027 -0.0020 -0.0120 0.00
H -1.472 1.118 2.986 0.0057 -0.0180 -0.0042 0.00
H -1.157 2.456 5.035 0.0000 -0.0034 0.0005 0.00
H -2.798 0.423 0.885 0.0066 -0.0076 -0.0018 0.00
H -4.397 -1.466 1.011 0.0044 -0.0019 0.0074 0.00
H -3.568 -3.788 1.000 -0.0041 0.0066 -0.0040 0.00
H -1.165 -4.271 0.878 0.0014 0.0001 -0.0071 0.00
H 1.065 -4.477 0.740 -0.0055 0.0027 -0.0046 0.00
H 3.511 -4.444 0.544 0.0016 0.0020 -0.0076 0.00
H 4.748 -2.314 0.440 0.0034 -0.0047 0.0088 0.00
H 3.526 -0.163 0.511 -0.0156 0.0171 0.0206 0.00
```
Positions in Å, forces in eV/Å.

Summary:
- Charge: +1
- Calculated total energy: -175001.479 eV
- Lowest unoccupied orbital energy (spin up / spin down): -4.01 / -6.04 eV
- Multiplicity: 3
- Largest force on an atom: 0.009 hartree/bohr

=====

Computed energy relative to the best compared isomer or geometry (same formula, charge and spin) (kJ/mol) in order:
168.2; 17.0